A structure of composition C48H39GeN4W. Source: the Open Molecules 2025 dataset; level of theory: wB97M-V/def2-TZVPD.

E, eV: -114707.4941
HOMO level (spin up / spin down), eV: -10.014 / -10.025
Net charge: +1

Each line ends with the Löwdin charge.
Element x y z (Å)
1 W 0.21005 -0.01004 -0.18412  1.620
2 C 5.47564 -5.46001 -1.77764  -0.075
3 C 4.55534 -5.17950 -2.77704  -0.066
4 C 3.58723 -4.20571 -2.57839  -0.031
5 C 3.53576 -3.50482 -1.37792  -0.232
6 C 4.46175 -3.78849 -0.37886  -0.031
7 C 5.42762 -4.76393 -0.57833  -0.067
8 C 2.49744 -2.45469 -1.16022  -0.066
9 C 2.88240 -1.12683 -1.29658  -0.207
10 C 4.19965 -0.69510 -1.65411  0.039
11 C 4.19613 0.65928 -1.65832  0.040
12 C 2.87574 1.08866 -1.30945  -0.207
13 C 2.48763 2.41506 -1.19352  -0.068
14 C 3.52467 3.46466 -1.42449  -0.236
15 C 3.66182 4.04942 -2.67948  -0.029
16 C 4.62398 5.02563 -2.89200  -0.066
17 C 5.45320 5.42267 -1.85268  -0.075
18 C 5.31844 4.84270 -0.59982  -0.067
19 C 4.35747 3.86521 -0.38556  -0.028
20 C 1.18831 2.84297 -0.91634  -0.212
21 N 0.10229 2.02839 -0.69572  -0.040
22 C -0.99423 2.86166 -0.58766  -0.219
23 C -2.30801 2.43502 -0.46565  -0.070
24 C -3.37620 3.47372 -0.40217  -0.217
25 C -4.07405 3.69696 0.78257  -0.029
26 C -5.06375 4.66680 0.83743  -0.063
27 C -5.36952 5.41434 -0.29062  -0.073
28 C -4.68013 5.19321 -1.47340  -0.065
29 C -3.68533 4.22857 -1.52960  -0.032
30 C -2.70091 1.09343 -0.43669  -0.227
31 C -4.05641 0.66478 -0.39422  0.031
32 C -4.05508 -0.69504 -0.37648  0.037
33 C -2.69812 -1.12077 -0.40839  -0.220
34 N -1.86340 -0.01390 -0.45395  -0.038
35 C -2.29829 -2.46143 -0.41337  -0.076
36 C -0.98405 -2.88390 -0.53108  -0.218
37 C -0.55482 -4.24807 -0.58210  0.037
38 C 0.78589 -4.24316 -0.78835  0.037
39 C 1.19839 -2.87403 -0.86815  -0.210
40 N 0.11265 -2.05325 -0.66255  -0.041
41 C -3.36439 -3.50157 -0.33106  -0.219
42 C -3.67649 -4.26757 -1.45008  -0.032
43 C -4.67302 -5.22996 -1.38378  -0.065
44 C -5.36112 -5.43891 -0.19809  -0.073
45 C -5.05394 -4.67908 0.92157  -0.063
46 C -4.06076 -3.71363 0.85636  -0.030
47 C -0.56572 4.22337 -0.67352  0.037
48 C 0.77624 4.21258 -0.87611  0.038
49 N 2.07310 -0.02108 -1.09599  -0.050
50 H 6.22983 -6.21969 -1.93330  0.108
51 H 4.59157 -5.71782 -3.71487  0.109
52 H 2.86928 -3.98397 -3.35894  0.125
53 H 4.42301 -3.24425 0.55715  0.123
54 H 6.14236 -4.98058 0.20443  0.108
55 H 5.02135 -1.35600 -1.87362  0.127
56 H 5.01532 1.32253 -1.88088  0.127
57 H 3.01356 3.73687 -3.48932  0.126
58 H 4.72704 5.47536 -3.87061  0.109
59 H 6.20359 6.18388 -2.01880  0.108
60 H 5.96247 5.15089 0.21302  0.108
61 H 4.25164 3.41108 0.59238  0.122
62 H -3.83371 3.11386 1.66304  0.103
63 H -5.59645 4.83849 1.76341  0.109
64 H -6.14362 6.16872 -0.24764  0.108
65 H -4.91801 5.77100 -2.35665  0.109
66 H -3.14971 4.05155 -2.45458  0.126
67 H -4.90975 1.32127 -0.39305  0.126
68 H -4.90679 -1.35334 -0.35985  0.126
69 H -1.20355 -5.10188 -0.48101  0.125
70 H 1.44475 -5.08937 -0.88669  0.125
71 H -3.14245 -4.10040 -2.37774  0.126
72 H -4.91293 -5.81578 -2.26116  0.109
73 H -6.13660 -6.19132 -0.14660  0.108
74 H -5.58619 -4.83993 1.84970  0.109
75 H -3.82180 -3.12367 1.73261  0.108
76 H -1.21494 5.07946 -0.59779  0.125
77 H 1.43497 5.05617 -0.99732  0.126
78 C -1.42246 -1.76365 3.14969  -0.202
79 Ge -0.61491 0.01494 3.21405  0.769
80 C 0.34809 0.28706 4.89603  -0.212
81 C -1.95908 1.41212 2.93984  -0.211
82 C 0.73955 0.10324 1.75924  -0.429
83 H -2.03229 -1.92931 4.03847  0.030
84 H -0.66140 -2.54420 3.11055  0.031
85 H -2.05701 -1.86318 2.27028  -0.016
86 H -0.35216 0.17164 5.72434  0.025
87 H 0.77761 1.28693 4.95115  0.024
88 H 1.14867 -0.44071 5.02280  0.024
89 H -2.36561 1.73821 3.89744  0.030
90 H -2.77824 1.03195 2.32820  0.010
91 H -1.53121 2.28230 2.43958  0.021
92 H 1.41372 -0.75387 1.91860  0.027
93 H 1.31079 1.03528 1.87442  0.026

A structure of composition C48H40BaCl2N11OS. Source: the Open Molecules 2025 dataset; level of theory: wB97M-V/def2-TZVPD.

E, eV: -105438.5217
HOMO level, eV: -8.746
Energy above the lowest of the compared OMol25 structures with the same formula, charge and spin, eV: 0.000
Net charge: +1

Each line ends with the Löwdin charge.
Element x y z (Å)
1 Ba -1.96576 0.15827 -0.59341  1.708
2 C -4.72214 -0.88058 3.30030  -0.028
3 C -4.73098 0.26260 4.07617  -0.038
4 C -3.82024 1.27071 3.80512  -0.005
5 C -2.91541 1.10145 2.76227  -0.239
6 N -2.93147 0.00403 2.00078  -0.039
7 C -3.81321 -0.96107 2.25730  -0.115
8 C -1.87039 2.14492 2.46501  -0.233
9 C -1.57636 3.11946 3.41370  -0.002
10 C -0.60696 4.05942 3.12354  -0.028
11 C 0.03536 4.01520 1.90215  0.004
12 C -0.30524 3.01784 0.99094  -0.197
13 N -1.23934 2.10220 1.28513  0.043
14 C 0.38350 2.95394 -0.34919  -0.222
15 C 1.28453 3.94073 -0.74352  -0.010
16 C 1.92063 3.82817 -1.96525  -0.047
17 C 1.66229 2.72655 -2.75975  -0.037
18 C 0.75949 1.78950 -2.29175  -0.155
19 N 0.12531 1.90585 -1.13027  -0.017
20 H -5.41349 -1.69233 3.47641  0.115
21 H -5.44158 0.37670 4.88395  0.116
22 H -3.83262 2.17571 4.39260  0.106
23 H -3.78030 -1.82356 1.60348  0.099
24 H -2.06542 3.12875 4.37491  0.108
25 H -0.34533 4.81712 3.85014  0.118
26 H 0.80246 4.73787 1.67826  0.104
27 H 1.49714 4.78968 -0.11433  0.103
28 H 2.62063 4.58996 -2.28202  0.116
29 H 2.14898 2.58911 -3.71530  0.111
30 H 0.52741 0.90801 -2.87874  0.098
31 S -4.28057 -4.61762 -0.81966  1.126
32 C -2.73776 -4.98139 -0.13210  -0.468
33 C -2.22440 -6.20481 0.28965  -0.086
34 C -0.96545 -6.22535 0.85469  -0.089
35 C -0.23169 -5.04391 1.01106  -0.081
36 C -0.73846 -3.83198 0.58855  -0.043
37 C -2.00115 -3.79941 -0.00764  -0.322
38 N -2.63694 -2.65439 -0.47653  -0.021
39 C -3.83707 -2.92741 -0.91560  -0.534
40 C -4.83506 -1.93844 -1.39011  -0.312
41 C -6.06932 -2.42893 -1.84192  -0.093
42 C -7.06020 -1.55001 -2.23320  -0.100
43 C -6.81303 -0.18341 -2.15995  -0.105
44 C -5.58360 0.27343 -1.70466  -0.176
45 C -4.53386 -0.56450 -1.29181  -0.253
46 H -2.79747 -7.11665 0.18651  0.110
47 H -0.54735 -7.16487 1.19075  0.104
48 H 0.74605 -5.08580 1.47398  0.101
49 H -0.18283 -2.91400 0.71952  0.064
50 H -6.27478 -3.49237 -1.90550  0.069
51 H -8.01287 -1.92547 -2.58393  0.099
52 H -7.58696 0.51878 -2.45155  0.094
53 H -5.44936 1.35541 -1.65667  0.063
54 N -3.76173 4.12918 -2.84928  0.119
55 C -3.93491 4.73929 -1.62857  -0.066
56 C -3.40651 3.88086 -0.71547  -0.121
57 N -2.91541 2.76389 -1.34294  0.027
58 C -3.14615 2.93958 -2.62211  -0.290
59 C -2.79229 1.97255 -3.65553  -0.285
60 N -2.17568 0.83697 -3.42390  0.025
61 C -2.04778 0.22431 -4.64474  -0.120
62 C -2.58490 1.00308 -5.62176  -0.067
63 N -3.05489 2.12402 -4.97968  0.118
64 H -4.06078 4.50608 -3.73070  0.154
65 H -4.40967 5.69899 -1.53200  0.116
66 H -3.35095 3.99743 0.35413  0.104
67 H -1.58830 -0.74409 -4.74749  0.108
68 H -2.68666 0.86779 -6.68335  0.116
69 H -3.54605 2.87848 -5.42450  0.154
70 C 9.78787 -1.97521 2.64630  -0.047
71 C 8.64153 -1.14309 2.14744  -0.275
72 C 7.33015 -1.43074 2.50431  -0.034
73 C 6.27008 -0.64910 2.06454  -0.037
74 C 6.50833 0.42618 1.21841  -0.258
75 N 5.45079 1.24838 0.75259  0.135
76 C 4.25551 0.86937 0.20080  -0.553
77 O 3.38837 1.68584 -0.05643  0.054
78 N 4.15445 -0.47393 -0.09889  0.147
79 C 3.04315 -1.07765 -0.70259  -0.192
80 C 3.23546 -2.16193 -1.55309  0.006
81 C 2.13613 -2.76799 -2.13387  -0.041
82 C 0.87599 -2.26926 -1.84751  -0.158
83 N 0.68005 -1.24417 -1.02113  -0.017
84 C 1.73582 -0.66194 -0.45565  -0.114
85 C 7.81688 0.72637 0.84989  -0.015
86 C 8.86544 -0.04289 1.32092  -0.036
87 H 9.43357 -2.87352 3.14968  0.076
88 H 10.40040 -1.41528 3.35491  0.087
89 H 10.43742 -2.28216 1.82585  0.083
90 H 7.12874 -2.26993 3.15928  0.114
91 H 5.26117 -0.85971 2.39801  0.087
92 H 5.55287 2.24861 0.80556  0.155
93 H 5.00333 -1.01665 -0.06536  0.134
94 H 4.23757 -2.51438 -1.76813  0.121
95 H 2.25293 -3.61140 -2.79954  0.111
96 H -0.01275 -2.72541 -2.27003  0.112
97 H 1.54887 0.16709 0.20966  0.081
98 H 8.00639 1.56178 0.18743  0.116
99 H 9.87787 0.20768 1.02745  0.119
100 Cl 2.71714 0.49828 3.17609  0.580
101 C 1.73665 -0.95464 3.39200  -0.970
102 Cl 0.09848 -0.75467 2.75125  0.595
103 H 1.65825 -1.16174 4.45222  0.029
104 H 2.21044 -1.77369 2.86305  0.028

- Number 1 is which compound?
  C48H39GeN4W